Record 1
ORCA calculation (the ωB97M-V functional and the def2-TZVPD basis) on a structure of composition C23H31N3O4S2Tb at a distorted geometry.

**2S+1**: 7
**Orbital gap (spin up / spin down)**: 6.91 / 7.01 eV
**Calculated total energy**: -81120.9945 eV
**HOMO level (spin up / spin down)**: -4.2 / -4.3 eV
**LUMO (spin up / spin down)**: 2.675 / 2.680 eV
**Net charge**: -1

The geometry in XYZ format:
```
64
Properties=species:S:1:pos:R:3:forces:R:3:lowdin_spin:R:1
Tb 16.299 6.828 8.440 -0.18 -2.84 0.86 6.0772
C 22.899 7.143 10.804 -2.51 0.62 -1.18 0.0000
C 22.460 7.833 9.471 0.17 0.06 0.08 0.0000
N 21.577 7.089 8.521 1.39 -0.42 0.39 -0.0007
C 22.272 6.357 7.427 -0.52 2.22 -0.13 -0.0001
C 22.827 5.004 7.807 -1.01 -0.89 -0.10 0.0000
C 20.237 7.171 8.639 -1.06 0.68 0.97 -0.0005
S 19.129 6.420 7.544 0.77 -0.08 -0.26 0.0036
N 19.862 8.003 9.647 -1.14 0.11 -0.36 -0.0027
C 18.599 8.045 10.118 0.65 -1.72 0.50 0.0010
O 17.817 7.037 10.164 0.21 1.26 -0.08 0.0067
C 18.167 9.289 10.824 0.71 0.00 -0.42 0.0002
C 19.144 10.138 11.358 -0.07 -0.42 -0.20 -0.0001
C 18.798 11.318 11.956 -1.34 0.29 0.37 0.0001
C 17.451 11.726 11.916 0.28 1.26 0.06 -0.0001
C 16.497 10.949 11.299 -0.20 -1.07 0.12 0.0002
C 16.844 9.656 10.849 0.00 1.97 0.33 0.0010
H 23.665 7.721 11.257 0.58 0.58 0.58 0.0000
H 23.263 6.199 10.549 0.84 -1.60 -0.15 0.0000
H 22.027 6.981 11.456 0.37 0.30 -0.04 0.0000
H 23.388 8.009 8.921 -0.10 0.10 -0.13 0.0000
H 22.002 8.805 9.701 0.06 -0.40 -0.21 0.0000
H 23.058 7.049 7.058 0.05 -0.41 0.58 0.0000
H 21.572 6.439 6.591 -0.08 -1.02 0.08 0.0000
H 23.186 5.021 8.859 -0.09 -0.15 -0.84 0.0000
H 23.636 4.743 7.109 -0.16 -0.07 0.38 0.0000
H 22.006 4.226 7.708 1.01 0.81 0.29 0.0000
H 20.162 9.825 11.252 0.44 -0.10 0.15 0.0000
H 19.475 11.937 12.514 0.51 0.12 -0.16 0.0000
H 17.213 12.745 12.297 0.02 -0.92 -0.22 0.0000
H 15.450 11.238 11.160 0.46 0.19 0.26 0.0000
H 16.053 9.127 10.396 -0.47 -0.97 -0.53 0.0010
C 16.979 9.240 5.698 0.03 -0.14 -0.72 -0.0001
C 15.833 9.492 6.709 -0.17 -0.11 -0.78 -0.0111
C 16.098 10.866 7.320 -0.09 -0.10 0.02 -0.0034
C 14.517 9.401 5.874 -0.61 0.20 0.21 -0.0016
N 15.802 8.489 7.725 -0.21 1.68 -0.74 -0.0813
H 16.928 9.932 4.838 0.07 0.22 0.40 0.0001
H 16.844 8.267 5.201 0.19 -0.07 0.46 0.0003
H 17.989 9.310 6.144 -0.55 -0.18 -0.05 0.0000
H 16.107 11.676 6.551 0.23 -0.43 0.70 -0.0008
H 17.029 10.738 7.899 -0.03 0.52 -0.50 0.0000
H 15.347 11.048 8.080 -0.41 0.32 0.04 0.0000
H 14.589 9.984 4.925 -0.17 -0.35 0.54 -0.0003
H 13.575 9.722 6.428 1.27 -0.16 -0.45 0.0000
H 14.377 8.320 5.658 0.08 0.71 -0.19 -0.0001
C 8.936 8.143 6.065 0.18 -0.71 -1.04 0.0000
C 10.083 7.174 6.413 -0.77 -0.71 0.46 0.0000
C 10.018 5.762 6.602 0.36 0.68 -0.54 0.0000
C 11.126 5.038 7.098 -0.48 1.32 -0.21 0.0001
C 12.255 5.750 7.450 1.21 -0.53 0.32 0.0001
C 12.361 7.109 7.240 0.17 -0.13 0.17 0.0005
C 11.269 7.772 6.735 0.96 2.02 0.13 0.0000
S 13.668 4.934 8.265 1.23 -0.15 0.59 0.0023
O 13.325 3.570 8.598 -0.67 0.35 -0.34 0.0000
O 13.965 5.788 9.439 -0.04 0.16 -0.50 0.0037
O 14.873 4.993 7.382 -0.64 0.53 -0.13 0.0041
H 7.982 7.648 5.983 -0.45 -0.43 0.40 0.0000
H 9.015 8.587 5.043 0.51 -0.09 0.76 0.0000
H 8.854 8.940 6.808 0.12 -0.12 -0.15 0.0000
H 9.128 5.261 6.257 -0.22 -0.29 0.23 0.0000
H 11.184 3.985 7.270 -0.51 -0.58 -0.07 0.0000
H 13.264 7.656 7.493 -0.01 -0.11 0.08 0.0006
H 11.370 8.876 6.652 -0.20 -0.80 -0.09 0.0000
```
Forces are in eV/Å.


Record 2
ORCA calculation (the ωB97M-V functional and the def2-TZVPD basis) on an isolated molecule of CF5N at a distorted geometry.

**Orbital gap**: 13.13 eV
**Calculated total energy**: -16110.4943 eV
**HOMO level**: -12.1 eV
**LUMO**: 1.053 eV

The geometry in XYZ format:
```
7
Properties=species:S:1:pos:R:3:forces:R:3:nbo_charge:R:1
F -1.351 -1.119 -0.328 0.42 0.03 -0.02 -0.2011
N -0.815 0.146 -0.482 -0.86 0.26 -1.89 0.2432
F -1.474 0.835 0.468 -0.45 0.84 0.32 -0.1866
C 0.569 0.074 -0.025 2.12 -0.23 -0.09 1.0202
F 1.458 0.956 -0.623 -2.31 -0.74 0.75 -0.3066
F 0.576 0.225 1.255 0.70 0.93 1.86 -0.2832
F 1.038 -1.116 -0.265 0.38 -1.09 -0.94 -0.2859
```
Forces are in eV/Å.


Record 3
ORCA calculation (the ωB97M-V functional and the def2-TZVPD basis) on the ion C5H13N2O with charge +1 at a distorted geometry.

**Orbital gap**: 9.18 eV
**Calculated total energy**: -10416.4035 eV
**HOMO level**: -12.3 eV
**LUMO**: -3.132 eV
**Net charge**: +1

The geometry in XYZ format:
```
21
Properties=species:S:1:pos:R:3:forces:R:3:nbo_charge:R:1
N -2.996 -1.187 0.588 0.51 0.78 -0.58 -0.7932
C -2.103 -0.159 0.611 1.43 -0.79 0.19 0.0465
C -0.762 -0.214 0.430 -0.66 1.10 -0.50 -0.0126
N -0.076 -1.343 -0.261 -1.29 0.10 0.63 -0.7112
C 0.118 1.016 0.677 -0.81 -1.49 -0.09 -0.4249
C 0.814 1.556 -0.594 -0.09 -0.26 0.84 -0.4395
C 2.257 1.102 -0.518 0.21 -0.92 -0.90 -0.0563
O 2.206 -0.360 -0.647 1.18 -0.13 -0.19 -0.7976
H -2.710 -2.095 0.266 -0.46 -0.05 0.28 0.3862
H -3.857 -1.040 1.067 -0.43 -0.39 -0.08 0.4209
H -2.447 0.836 0.853 -0.44 -0.19 0.43 0.2286
H -0.188 -1.251 -1.274 0.33 0.06 0.07 0.4315
H 0.924 -1.210 -0.024 0.34 -0.40 -0.52 0.4832
H -0.441 -2.265 -0.025 0.19 -0.02 0.34 0.4234
H 0.864 0.697 1.414 0.09 0.26 0.01 0.2143
H -0.564 1.660 1.226 0.29 0.60 -0.28 0.2442
H 0.339 1.091 -1.458 0.11 0.23 -0.22 0.2052
H 0.692 2.632 -0.687 0.26 0.06 0.03 0.2518
H 2.704 1.289 0.450 0.16 0.55 0.06 0.1883
H 2.887 1.419 -1.350 -0.10 0.50 0.22 0.2011
H 3.105 -0.708 -0.839 -0.82 0.40 0.28 0.5101
```
Forces are in eV/Å.


Record 4
ORCA calculation (the ωB97M-V functional and the def2-TZVPD basis) on a structure of composition C21H21NNiS at a distorted geometry.

**2S+1**: 3
**Orbital gap (spin up / spin down)**: 5.98 / 7.32 eV
**Calculated total energy**: -75479.6933 eV
**HOMO level (spin up / spin down)**: -5.8 / -7.9 eV
**LUMO (spin up / spin down)**: 0.139 / -0.575 eV

The geometry in XYZ format:
```
45
Properties=species:S:1:pos:R:3:forces:R:3:lowdin_spin:R:1
C -1.511 0.493 -1.154 4.27 -0.48 -2.20 0.0512
C 1.156 -1.400 -1.233 0.24 -3.08 -2.53 0.0039
C 0.124 0.951 -1.188 -3.99 1.98 -2.13 0.1939
H -1.885 0.675 -2.179 0.09 0.16 0.34 0.0059
C 2.181 -0.686 -1.994 0.74 -2.80 -3.16 0.0283
H 1.501 -2.252 -0.636 0.15 0.15 -0.01 0.0064
H 0.092 1.938 -0.695 0.27 0.06 -0.22 0.0144
H 3.181 -1.121 -2.059 -0.06 0.05 0.00 0.0133
C 0.569 1.133 -2.655 -0.10 1.05 -0.31 0.0205
H 0.939 2.173 -2.721 -0.14 -0.32 -0.24 0.0015
H -0.285 1.081 -3.351 0.29 -0.07 0.04 0.0035
C -1.460 -1.028 -1.002 -0.56 -0.31 -0.30 0.0045
H -2.382 -1.431 -1.457 0.15 -0.13 0.28 0.0008
H -1.496 -1.306 0.062 0.19 -0.23 -0.44 0.0005
C -0.258 -1.678 -1.752 -0.60 -0.15 0.54 -0.0003
H -0.329 -1.455 -2.828 0.00 0.15 0.27 0.0002
H -0.411 -2.767 -1.662 0.07 0.28 -0.14 -0.0006
C 1.739 0.206 -3.119 -0.30 0.12 -0.78 0.0077
H 1.439 -0.387 -3.997 -0.04 0.13 0.04 -0.0011
H 2.556 0.857 -3.465 -0.02 -0.37 0.13 0.0006
Ni 1.665 0.125 -0.585 -0.10 3.85 6.64 0.6166
H -3.298 0.655 -0.291 0.60 0.00 1.75 0.0390
S -1.249 -0.763 2.682 0.93 0.06 0.01 0.0162
C 0.287 -1.585 2.842 0.00 -0.24 -0.13 0.0063
C 0.573 -2.723 3.593 0.26 -0.16 0.10 0.0027
C 1.857 -3.268 3.519 -0.43 0.18 0.14 0.0013
C 2.843 -2.666 2.722 -0.05 0.53 -0.37 0.0018
C 2.545 -1.547 1.935 -0.24 -0.21 0.39 0.0128
C 1.245 -1.017 1.986 -0.88 -0.15 -0.37 0.0103
N 0.725 -0.016 1.134 -1.86 0.73 2.92 0.0387
C -0.557 0.281 1.470 1.97 -0.90 0.24 0.0368
C -1.417 1.408 1.039 -0.42 0.11 0.28 0.2531
C -1.178 2.629 1.650 0.11 -0.77 0.20 -0.0054
C -1.765 3.807 1.188 -0.37 0.14 0.59 0.2900
C -2.683 3.733 0.113 -0.14 -0.18 -0.84 0.0060
C -2.857 2.581 -0.613 -0.31 0.80 0.07 0.2159
C -2.338 1.250 -0.171 -0.06 0.38 -0.24 0.0755
H -0.220 -3.156 4.203 0.36 -0.07 -0.08 0.0002
H 2.098 -4.169 4.086 -0.09 0.32 -0.14 0.0001
H 3.855 -3.079 2.707 -0.37 0.11 -0.04 0.0001
H 3.274 -1.075 1.277 -0.07 -0.22 0.15 0.0114
H -0.531 2.649 2.543 -0.11 0.03 -0.70 -0.0052
H -1.560 4.751 1.705 -0.20 -0.40 -0.28 0.0173
H -3.256 4.627 -0.144 0.34 -0.20 -0.18 -0.0056
H -3.519 2.572 -1.504 0.46 0.06 0.74 0.0088
```
Forces are in eV/Å.


Number 2 is which compound?
CF5N